Here is C14H18FeNO5 as an isolated structure in a non-equilibrium geometry from the Open Molecules 2025 dataset. Energies are from ωB97M-V with the def2-TZVPD basis set.

The geometry in XYZ format:
```
39
Properties=species:S:1:pos:R:3:forces:R:3
O 3.5200 4.3475 -0.8518 -1.96 -1.79 -0.41
C 2.6857 3.5583 -1.0313 3.28 3.26 0.17
Fe 1.4877 2.2617 -1.1462 2.25 -0.95 -0.15
C 2.7892 1.0574 -1.1749 1.84 -2.60 -0.09
O 3.6108 0.2443 -1.0798 -1.27 1.56 -0.13
C 1.5021 2.1676 0.6248 -0.24 -0.73 3.72
O 1.6054 1.9778 1.7642 -0.24 0.36 -1.73
C -0.3058 0.6312 -1.3688 -0.98 -0.89 -0.06
C -1.3417 1.4544 -0.8718 -0.30 -1.37 0.04
C -1.2347 2.8080 -0.8529 -0.45 1.33 0.42
C -0.0815 3.5564 -1.2313 -1.22 1.92 -0.66
C 0.4869 3.4450 -2.5538 -0.29 0.15 0.48
C 0.4673 2.2223 -3.2052 -0.31 0.16 -2.20
C 0.5124 1.0029 -2.4614 0.52 -0.75 0.14
H -0.1354 -0.3872 -0.9755 -0.38 0.60 -0.44
H -2.2613 1.0105 -0.4623 0.55 0.07 -0.02
H -2.0827 3.3759 -0.4698 0.27 -0.06 0.33
H 0.1355 4.5018 -0.7176 -0.67 -0.22 -0.36
H 0.9048 4.3489 -3.0273 -0.26 -0.52 0.21
H 0.6941 2.1605 -4.2771 0.20 0.15 0.53
H 1.0767 0.1803 -2.9264 -0.34 0.36 0.16
O -0.5600 -2.2291 3.9323 0.16 0.34 -0.03
C -0.3101 -0.9773 3.2755 -0.23 -0.09 0.69
C 0.0743 -1.3056 1.8386 -0.55 1.20 0.61
N -0.9242 -2.2196 1.3344 3.33 -1.16 -0.14
C -0.6676 -2.9392 0.1157 -1.19 -0.28 -0.92
C -1.7248 -4.0334 -0.0126 -0.43 -0.50 0.22
O -1.7535 -4.7489 1.2288 0.11 0.05 -0.41
H -0.6052 -2.0708 4.8899 -0.04 -0.21 -0.45
H -1.2429 -0.3950 3.2710 0.35 0.16 0.07
H 0.4917 -0.4478 3.8107 -0.26 0.11 -0.51
H 0.0919 -0.3997 1.2142 0.16 -0.17 0.07
H 1.0936 -1.7462 1.8397 -0.53 -0.27 -0.40
H -1.1800 -2.8659 2.0712 -1.25 -0.29 0.79
H -0.7234 -2.2381 -0.7292 0.19 -0.25 0.09
H 0.3331 -3.4198 0.1194 -0.17 0.52 0.40
H -2.7094 -3.5674 -0.1568 0.19 -0.12 -0.33
H -1.4920 -4.7382 -0.8266 -0.04 0.59 0.04
H -2.2269 -5.5834 1.0801 0.20 0.35 0.27
```
Positions in Å, forces in eV/Å.

As for the max |F|: 4.63 eV/A. As for the total charge: +1. Its total energy is -2238.4369 hartree. Its multiplicity is 5.

Here is C15H7Cl5NOPtS4 as an isolated structure from the Open Molecules 2025 dataset. Energies are from ωB97M-V with the def2-TZVPD basis set.

The geometry in XYZ format:
```
34
Properties=species:S:1:pos:R:3:forces:R:3
Pt 0.2942 0.1637 1.0064 0.02 0.28 -0.40
S -1.9729 -1.1463 2.1643 -0.18 -0.28 0.21
C -2.3806 -0.8495 0.5898 0.49 0.30 -0.29
N -1.4906 -0.2224 -0.2300 -0.52 -0.27 0.55
C -1.9774 -0.0439 -1.4741 0.26 0.19 -0.04
C -1.3011 0.5850 -2.5472 0.01 -0.08 0.21
C -1.9519 0.6795 -3.7374 -0.21 -0.05 -0.17
C -3.2702 0.1670 -3.9028 0.09 0.06 -0.05
C -3.9498 -0.4467 -2.8779 0.10 0.04 0.01
C -3.2952 -0.5509 -1.6464 0.00 0.04 -0.15
S -3.8628 -1.2418 -0.1866 -0.28 -0.10 -0.07
H -0.2976 0.9671 -2.4097 -0.07 -0.05 0.03
H -1.4594 1.1507 -4.5784 -0.07 -0.02 0.01
H -3.7512 0.2686 -4.8680 0.04 -0.01 0.04
H -4.9523 -0.8310 -3.0193 0.07 0.02 0.03
C 0.7830 4.6696 3.2820 0.03 -0.16 -0.37
O 0.8477 4.2046 1.8942 -0.10 0.28 0.32
C 0.6539 2.9592 1.6189 0.10 0.02 0.28
S 0.7206 2.4416 0.0250 0.13 -0.10 -0.27
S 0.3423 1.7516 2.8021 -0.08 0.00 0.01
H 0.7850 5.7493 3.2152 0.04 0.05 -0.04
H 1.6599 4.3086 3.8098 0.04 -0.03 0.06
H -0.1335 4.3160 3.7440 -0.05 -0.04 0.02
Cl 1.0754 -2.0427 3.4226 0.04 0.12 -0.23
C 1.8543 -2.2515 1.8874 -0.02 -0.08 0.15
C 1.6683 -1.3264 0.8564 0.02 0.10 0.15
C 2.4045 -1.4861 -0.3177 0.04 -0.01 -0.21
Cl 2.2670 -0.3404 -1.6196 -0.10 -0.11 0.27
C 3.2402 -2.5809 -0.4982 0.11 0.06 -0.22
Cl 4.1016 -2.7906 -1.9676 -0.03 0.00 0.07
C 3.3770 -3.5163 0.5269 0.11 -0.22 -0.03
Cl 4.3908 -4.8761 0.3108 -0.03 0.08 0.00
C 2.6917 -3.3494 1.7286 -0.01 -0.07 0.20
Cl 2.8894 -4.4892 2.9963 0.01 0.05 -0.09
```
Positions in Å, forces in eV/Å.

As for the max |F|: 0.80 eV/A. As for the total charge: +1. Its total energy is -4718.5043 hartree. Its multiplicity is 5.

Here is a 7-piece molecular cluster, C24H42B2Cl12N7O8S overall in a non-equilibrium geometry from the Open Molecules 2025 dataset. Energies are from ωB97M-V with the def2-TZVPD basis set.

The geometry in XYZ format:
```
96
Properties=species:S:1:pos:R:3:forces:R:3
C 2.0667 -4.2021 -0.3489 -0.35 -1.45 0.58
N 2.3357 -2.7202 -0.2037 -2.08 1.09 -0.78
C 2.7325 -2.0655 -1.5131 0.38 0.74 -1.48
B 1.1933 -1.9829 0.4832 2.50 -0.64 2.86
O 1.1783 -1.7465 1.9669 -0.75 -2.28 -3.52
N -0.0149 -1.3729 -0.2687 -0.46 2.12 -0.74
C -1.1792 -2.2879 -0.5743 -0.36 0.15 1.94
S -1.4072 -2.7138 -2.3839 -0.27 -8.47 -3.67
O -0.1420 -3.2465 -3.0988 -3.11 3.22 2.87
O -2.4511 -3.8975 -2.4233 2.90 5.08 1.09
C 0.0736 -0.0315 -0.5448 -0.02 0.51 0.18
N 1.3369 0.6943 -0.0974 -6.27 3.96 -4.12
C 0.9996 2.0864 -0.6275 -1.35 -5.26 0.85
O 1.9880 3.1644 -0.4594 -5.44 -1.46 -1.34
N 3.1918 2.5194 -0.5152 6.28 1.77 -2.16
O 4.0584 3.2719 -0.9570 -4.03 -2.89 2.22
N -0.3806 2.0936 -1.3043 4.50 2.29 1.49
B -0.9340 3.3627 -1.9403 -2.42 2.57 -1.04
N -0.1474 4.3696 -2.7611 -1.82 -3.14 -0.04
O -2.3822 3.6567 -1.6905 2.70 -1.64 -2.39
N -0.9646 0.8069 -1.2545 5.67 -0.61 3.15
O -2.1562 0.5186 -1.8045 -0.88 -0.22 1.13
C -3.2542 0.5651 -0.8264 -2.77 2.92 7.19
O -3.1935 1.3260 0.3008 0.35 -5.54 -8.21
C -4.5676 -0.4121 -1.1689 -1.89 -1.46 -2.01
C -5.2217 -1.4876 -0.1165 -1.69 0.35 -4.20
C -6.5029 -2.3956 -0.6855 1.31 1.95 -2.55
C -7.0952 -2.2596 -2.2341 3.28 2.87 0.84
C -6.4370 -1.1539 -3.2691 0.91 -0.43 5.63
C -5.1772 -0.2625 -2.6951 -1.46 -2.13 2.19
H 2.6295 -4.8003 0.5162 -1.06 1.21 -2.09
H 2.3488 -4.6087 -1.4259 -0.47 0.98 2.42
H 0.9248 -4.4323 -0.2036 2.02 0.17 -0.39
H 1.7903 -1.7641 -2.1606 1.80 -0.78 1.04
H 3.3433 -1.0505 -1.3660 -1.20 -2.36 0.05
H 3.4103 -2.7970 -2.1693 -1.54 1.64 1.63
H 1.3657 -2.5988 2.4591 0.26 1.52 -0.72
H -2.2127 -1.9217 -0.1080 2.18 -0.55 -1.24
H -0.9497 -3.3177 -0.0160 -0.55 2.08 -1.71
H -1.9623 -1.6946 -3.1737 0.49 -0.14 1.22
H 0.6506 3.9404 -3.2787 -0.73 0.79 0.58
H -0.8216 4.8194 -3.4510 1.39 -0.41 1.38
H -2.8443 3.6186 -2.5848 0.66 0.44 1.73
H -4.8020 -1.6269 0.9670 -0.96 0.37 -2.36
H -7.0379 -3.2251 -0.0206 1.53 2.15 -1.40
H -7.9819 -2.9186 -2.6589 2.10 1.44 1.31
H -6.7696 -0.9847 -4.3860 -0.06 -0.39 3.36
H -4.6936 0.5113 -3.4339 -1.05 -1.62 1.89
Cl -2.6998 2.5642 5.0115 -0.02 -0.05 0.00
C -1.1160 2.0376 4.3894 0.29 -0.09 -0.08
C -1.2297 1.3533 3.0363 0.19 0.36 -0.07
Cl -2.0427 -0.2274 3.1485 -0.06 -0.07 -0.07
H -0.6590 1.3810 5.1363 -0.16 0.07 -0.19
H -0.4967 2.9353 4.3011 -0.11 -0.15 -0.08
H -0.2313 1.1671 2.6292 -0.05 -0.04 0.19
H -1.7804 1.9686 2.3182 -0.04 -0.15 0.22
Cl -0.3396 3.9839 9.4744 0.04 -0.04 -0.02
C -1.6359 2.9324 8.8527 -0.19 -0.15 -0.07
C -1.7729 1.6515 9.6607 -0.38 0.24 0.01
Cl -0.3796 0.5644 9.4388 0.07 0.00 0.01
H -1.4280 2.7239 7.7986 0.00 0.00 0.27
H -2.5645 3.5084 8.9089 0.13 -0.16 0.05
H -2.6596 1.0996 9.3345 0.17 0.13 -0.03
H -1.8756 1.8585 10.7303 0.15 -0.01 -0.25
Cl 3.6204 -0.7972 7.2417 -0.02 0.00 -0.06
C 2.0785 -1.4346 7.8653 -0.24 -0.11 0.08
C 1.8448 -2.8786 7.4503 0.05 0.05 0.50
Cl 1.5430 -3.0353 5.7021 0.00 0.00 -0.13
H 1.2742 -0.7794 7.5163 0.21 -0.20 0.00
H 2.1254 -1.3642 8.9562 0.00 -0.11 -0.18
H 0.9607 -3.2732 7.9604 0.11 0.15 -0.10
H 2.6974 -3.5149 7.7065 -0.13 0.21 -0.15
Cl -4.9685 -1.1623 -5.2524 1.70 -0.42 -2.31
C -4.5199 -1.1138 -6.9754 0.33 -0.01 -0.58
C -5.7334 -1.2049 -7.8871 0.11 0.18 -0.06
Cl -6.5001 -2.8113 -7.8272 0.01 0.06 0.10
H -3.8112 -1.9260 -7.1649 -0.24 0.11 0.04
H -4.0014 -0.1645 -7.1405 -0.15 -0.11 -0.03
H -5.4314 -1.0372 -8.9254 0.03 -0.04 0.21
H -6.4896 -0.4575 -7.6280 0.16 -0.18 0.02
Cl 6.0624 -3.3694 -0.4821 -0.08 0.00 -0.02
C 7.4397 -2.6224 -1.3291 0.28 0.15 -0.14
C 7.0078 -1.4686 -2.2204 0.24 0.09 0.25
Cl 6.0627 -2.0215 -3.6250 -0.09 -0.01 0.00
H 7.9514 -3.4034 -1.9000 -0.21 0.18 0.07
H 8.1260 -2.2596 -0.5580 -0.16 0.02 -0.14
H 7.8892 -0.9540 -2.6151 -0.11 -0.16 0.07
H 6.4053 -0.7385 -1.6714 0.07 -0.24 -0.08
Cl 7.9020 4.7489 -4.3452 -0.07 -0.02 -0.01
C 6.4684 5.8049 -4.2975 -0.17 0.16 0.01
C 5.2985 5.1520 -3.5784 0.14 0.39 0.22
Cl 4.6252 3.7821 -4.4961 -0.06 -0.13 0.01
H 6.2101 6.0736 -5.3266 0.03 -0.16 0.22
H 6.7653 6.7175 -3.7719 -0.11 -0.19 -0.01
H 4.4885 5.8769 -3.4526 0.17 -0.07 -0.09
H 5.5864 4.7885 -2.5873 0.03 0.02 -0.29
```
Positions in Å, forces in eV/Å.

As for the max |F|: 9.91 eV/A. As for the total charge: +1. Its total energy is -7894.2359 hartree. Its multiplicity is 1.

Here is C4H4N5O2 as an isolated structure in a non-equilibrium geometry from the Open Molecules 2025 dataset. Energies are from ωB97M-V with the def2-TZVPD basis set.

The geometry in XYZ format:
```
15
Properties=species:S:1:pos:R:3:forces:R:3
C 0.9333 -0.3767 0.9535 -1.07 -1.37 3.38
C 1.3917 -0.8414 -0.3885 -0.02 -0.24 0.93
C 1.2778 0.9918 0.4101 2.13 1.18 -0.02
C -1.1319 -0.0519 -0.4037 -2.22 -6.67 1.44
N 1.5799 0.3138 -0.8624 0.84 2.19 -1.02
N -0.6134 0.0541 0.8650 1.43 -1.09 0.40
N -0.8157 1.1618 -0.8505 0.50 5.03 -2.72
N -1.9802 -1.1098 -0.8535 1.03 0.52 0.16
N -0.2280 1.3762 0.4387 1.92 -1.25 -1.76
O -3.1055 -0.6968 -1.0028 -1.12 -0.14 -0.71
O -1.5401 -2.2378 -1.0113 -0.36 0.82 0.40
H 1.1022 -0.7542 2.0293 0.21 0.39 -1.96
H 1.5682 -1.7169 -0.9496 -0.05 -1.26 -0.14
H 2.1179 1.7181 0.7703 -2.07 -1.05 -0.51
H -0.5562 2.1696 0.8553 -1.16 2.91 2.14
```
Positions in Å, forces in eV/Å.

As for the max |F|: 7.17 eV/A. As for the total charge: +1. Its total energy is -578.3072 hartree. Its multiplicity is 3.

Here is a 2-piece molecular cluster, C5H14 overall in a non-equilibrium geometry from the Open Molecules 2025 dataset. Energies are from ωB97M-V with the def2-TZVPD basis set.

The geometry in XYZ format:
```
19
Properties=species:S:1:pos:R:3:forces:R:3
C -0.3167 2.4051 -0.7956 2.26 -0.87 3.33
C -0.9670 1.7000 0.4345 0.38 -2.99 1.13
C 1.3251 2.0666 -0.7585 -4.06 -2.61 -1.32
H -0.4379 3.4955 -0.5343 -0.20 -1.01 -1.41
H -0.8995 1.8811 -1.5548 0.65 1.15 -0.88
H -0.9382 2.0463 1.4334 0.60 2.08 0.89
H -2.0537 1.5954 0.3292 0.20 -0.45 -0.45
H 1.9399 2.8454 -0.9274 1.73 2.94 -1.16
H -0.4923 0.6638 0.8332 -1.06 1.53 -2.08
H 1.6011 1.2147 -1.4216 -0.40 0.74 0.06
H 1.6287 1.7192 0.1786 -0.09 -0.54 1.89
C 0.7175 -2.4432 0.2166 -2.84 -0.91 -1.20
C -0.7826 -2.8669 0.5220 -0.01 -1.35 -0.64
H 0.6842 -1.7256 -0.6018 0.56 0.18 0.25
H 1.2579 -2.1566 1.0622 0.60 1.01 1.36
H 1.1847 -3.3568 -0.0949 0.45 -0.33 -0.64
H -0.6897 -3.9381 0.9715 -0.72 1.97 -0.45
H -1.3983 -2.9804 -0.4690 1.26 0.21 1.78
H -1.3634 -2.1655 1.1767 0.70 -0.74 -0.44
```
Positions in Å, forces in eV/Å.

As for the max |F|: 5.00 eV/A. As for the total charge: 0. Its structure (SMILES) is CCC.CC. Its total energy is -198.8137 hartree. Its multiplicity is 1.